(1)
{
  "formula": "C15H34N2O8S3",
  "method": "ωB97M-V/def2-TZVPD",
  "spin_multiplicity": 1,
  "charge": 0,
  "symbols": ["N", "C", "C", "C", "C", "C", "S", "C", "O", "C", "O", "C", "C", "N", "H", "H", "H", "H", "H", "H", "H", "H", "H", "H", "H", "H", "H", "H", "H", "H", "H", "H", "C", "C", "O", "S", "C", "O", "O", "H", "H", "H", "H", "H", "H", "H", "H", "C", "C", "O", "S", "C", "O", "O", "H", "H", "H", "H", "H", "H", "H", "H"],
  "xyz": [[1.5901, -0.7161, 1.5379], [1.8145, -0.1617, 0.1942], [1.6251, 1.3547, 0.2115], [1.3767, 2.0187, -1.1478], [0.4090, 1.3349, -2.1209], [-1.0667, 1.1335, -1.7522], [-1.8912, 0.4455, -3.3028], [-1.3950, 0.1055, -0.6659], [-2.8082, 0.2438, -0.4648], [-3.2217, 1.4781, -0.8951], [-4.3643, 1.7813, -0.9408], [-1.9906, 2.2859, -1.2992], [-1.5576, 3.1006, -0.0470], [-2.2901, 2.7325, 1.1639], [1.3961, -1.7090, 1.4754], [0.7608, -0.2986, 1.9486], [1.1649, -0.6316, -0.5521], [2.8505, -0.3809, -0.0748], [2.5271, 1.7913, 0.6381], [0.8323, 1.6063, 0.9266], [1.0439, 3.0439, -0.9873], [2.3337, 2.1078, -1.6699], [0.4263, 1.9123, -3.0479], [0.8022, 0.3463, -2.3726], [-0.8047, 0.4234, -4.0792], [-0.8806, 0.2996, 0.2805], [-1.1937, -0.9115, -0.9956], [-2.2924, 2.9388, -2.1140], [-0.4862, 3.0130, 0.1076], [-1.7542, 4.1503, -0.2611], [-1.8057, 2.0271, 1.7037], [-2.4364, 3.5328, 1.7614], [1.5444, 4.2808, 5.2506], [3.0067, 4.0141, 4.9695], [3.3870, 2.6368, 5.2132], [2.9432, 1.5558, 4.1374], [4.0013, 0.2589, 4.6608], [3.3295, 2.0239, 2.8396], [1.5798, 1.1851, 4.3672], [0.8988, 3.7550, 4.5493], [1.3554, 5.3513, 5.1630], [1.2824, 3.9589, 6.2582], [3.2797, 4.2719, 3.9455], [3.6465, 4.5793, 5.6437], [5.0324, 0.5585, 4.4981], [3.7421, -0.5995, 4.0433], [3.8060, 0.0525, 5.7095], [-2.8150, -3.1037, -3.3245], [-2.6275, -4.3568, -2.5014], [-2.6266, -5.5711, -3.2998], [-1.3177, -5.8883, -4.1334], [-1.6820, -7.5686, -4.4975], [-0.1833, -5.8064, -3.2615], [-1.3112, -5.1329, -5.3482], [-1.9700, -2.9260, -3.9874], [-2.9151, -2.2472, -2.6579], [-3.7154, -3.1787, -3.9344], [-1.7040, -4.3320, -1.9212], [-3.4556, -4.5031, -1.8113], [-1.7035, -8.1331, -3.5699], [-0.8842, -7.9221, -5.1469], [-2.6380, -7.6116, -5.0119]],
  "forces_ev_per_angstrom": [[-0.093, -0.022, -0.069], [0.009, 0.041, 0.211], [0.158, 0.026, 0.028], [-0.044, -0.113, 0.042], [-0.014, 0.132, 0.190], [-0.222, -0.134, -0.423], [0.021, 0.165, 0.140], [-0.062, 0.033, 0.001], [0.070, -0.017, -0.050], [0.403, -0.207, 0.110], [-0.506, 0.142, -0.041], [-0.139, -0.176, 0.085], [0.135, 0.087, 0.039], [0.011, -0.007, -0.002], [0.114, -0.020, 0.025], [0.086, 0.040, 0.088], [0.050, 0.013, -0.012], [-0.059, -0.074, -0.201], [-0.106, 0.070, 0.092], [-0.074, -0.060, -0.103], [0.156, 0.070, 0.000], [-0.029, -0.084, -0.055], [0.010, 0.031, 0.015], [-0.024, 0.015, -0.069], [0.070, 0.008, 0.023], [0.017, 0.034, -0.072], [0.013, -0.038, 0.088], [0.212, 0.038, -0.045], [0.010, 0.042, -0.091], [-0.058, -0.013, 0.027], [0.001, 0.014, 0.019], [-0.017, -0.020, 0.011], [-0.014, -0.093, 0.007], [0.048, 0.193, -0.052], [-0.056, -0.062, 0.065], [-0.006, 0.027, 0.026], [-0.003, -0.089, -0.059], [0.025, 0.069, 0.028], [-0.043, 0.022, -0.036], [0.011, 0.004, -0.016], [0.006, 0.009, 0.010], [0.005, 0.028, 0.007], [-0.015, -0.047, -0.008], [0.005, -0.033, 0.020], [-0.002, 0.010, 0.003], [-0.008, 0.009, -0.021], [-0.014, 0.002, -0.002], [-0.029, -0.127, -0.071], [0.012, 0.137, 0.228], [-0.026, 0.008, -0.117], [-0.014, 0.006, 0.039], [0.009, -0.037, -0.003], [0.034, 0.006, 0.004], [-0.008, -0.013, -0.017], [0.018, 0.010, 0.029], [-0.020, -0.028, -0.005], [-0.015, 0.021, 0.022], [0.018, -0.017, -0.040], [-0.020, -0.043, -0.038], [-0.005, 0.003, 0.002], [0.004, 0.005, 0.002], [0.002, 0.004, -0.007]],
  "lowdin_charge": [0.009, -0.274, -0.202, -0.184, -0.204, -0.601, 0.874, -0.177, 0.006, -0.531, 0.154, -0.194, -0.185, 0.034, 0.068, 0.052, 0.085, 0.116, 0.091, 0.093, 0.099, 0.117, 0.107, 0.107, -0.122, 0.110, 0.121, 0.141, 0.073, 0.124, 0.073, 0.077, -0.072, -0.246, -0.264, 0.558, -0.117, -0.282, -0.282, 0.069, 0.082, 0.086, 0.112, 0.122, 0.076, 0.073, 0.076, -0.084, -0.240, -0.266, 0.558, -0.124, -0.281, -0.276, 0.069, 0.044, 0.090, 0.111, 0.123, 0.074, 0.076, 0.075]
}

---

(2)
{
  "formula": "C15H35BFO7",
  "method": "ωB97M-V/def2-TZVPD",
  "spin_multiplicity": 1,
  "charge": -1,
  "symbols": ["C", "C", "C", "B", "O", "C", "O", "C", "C", "C", "F", "O", "H", "H", "H", "H", "H", "H", "H", "H", "H", "H", "H", "H", "H", "H", "H", "C", "O", "C", "C", "O", "C", "H", "H", "H", "H", "H", "H", "H", "H", "H", "H", "C", "O", "C", "C", "O", "C", "H", "H", "H", "H", "H", "H", "H", "H", "H", "H"],
  "xyz": [[0.7112, -0.5259, -0.9927], [-0.1779, 0.6304, -1.5963], [-0.8280, 1.5703, -0.5172], [0.2366, 2.4384, 0.3855], [1.3639, 1.7620, 1.0464], [0.7885, 1.2884, 2.2574], [1.7173, 0.6696, 3.1447], [0.1305, 2.6762, 2.7590], [1.1703, 3.6342, 3.4418], [1.6052, 4.8580, 2.5726], [0.5179, 5.6538, 2.1837], [-0.4854, 3.0594, 1.5622], [0.7224, -1.4535, -1.6094], [1.7272, -0.1002, -0.8085], [0.2775, -0.8158, 0.0024], [-1.0336, 0.1117, -2.1222], [0.3462, 1.2088, -2.4012], [-1.5268, 1.0249, 0.1815], [-1.4703, 2.3032, -1.0809], [0.5641, 3.3651, -0.3126], [-0.1142, 0.6761, 1.9757], [2.4505, 0.4432, 2.5554], [-0.5123, 2.3141, 3.6079], [2.1053, 3.0523, 3.6698], [0.8264, 4.0335, 4.4335], [2.2484, 5.5062, 3.2251], [2.1921, 4.5031, 1.6907], [0.7324, -4.5766, 3.5755], [1.2238, -3.7498, 4.6162], [1.1767, -2.3623, 4.2809], [-0.0362, -1.6800, 4.8935], [-1.2528, -2.1864, 4.3482], [-1.8710, -3.1439, 5.1892], [0.5188, -5.5599, 3.9960], [-0.1851, -4.1811, 3.1333], [1.4934, -4.6848, 2.7955], [1.1949, -2.2248, 3.1963], [2.0789, -1.9025, 4.6920], [0.0046, -0.6168, 4.6513], [-0.0316, -1.7792, 5.9838], [-2.3906, -2.6385, 6.0099], [-1.1494, -3.8560, 5.5982], [-2.6013, -3.6940, 4.5944], [-1.1338, 1.3061, -5.2583], [-0.4003, 0.1226, -4.9890], [-1.1940, -1.0485, -5.1024], [-0.9824, -1.7403, -6.4416], [-1.4387, -0.9375, -7.5263], [-0.3836, -0.2449, -8.1731], [-0.4221, 2.1100, -5.4444], [-1.7783, 1.2018, -6.1352], [-1.7428, 1.5702, -4.3880], [-2.2520, -0.8169, -4.9451], [-0.8770, -1.7278, -4.3054], [-1.5721, -2.6608, -6.4573], [0.0690, -2.0110, -6.5783], [0.1565, -0.9264, -8.8383], [0.3144, 0.1961, -7.4575], [-0.8215, 0.5568, -8.7683]],
  "forces_ev_per_angstrom": [[-0.257, 0.895, 0.425], [-1.237, -0.949, 0.041], [0.089, -0.314, -0.151], [-0.827, 0.972, -0.326], [0.663, -1.723, 0.858], [-0.821, 2.567, -0.763], [-0.307, 0.206, -1.069], [0.706, -2.278, 0.613], [0.313, 0.686, -0.517], [0.465, -0.697, 0.828], [0.558, -0.322, 0.135], [-0.250, 0.245, 1.695], [0.221, 0.744, 0.157], [-0.654, -0.725, -0.091], [0.421, 0.262, -0.775], [0.721, 0.445, 0.193], [-0.194, -0.431, 0.849], [0.508, 0.011, -0.831], [0.465, -0.497, 0.586], [0.847, 0.305, -0.444], [0.915, -0.262, 0.700], [0.007, -0.005, 0.153], [-0.477, 0.728, -0.835], [-0.716, 0.440, -0.279], [-0.054, -0.406, -0.869], [-0.344, -0.387, -0.665], [-0.788, 0.450, 0.413], [0.122, -0.006, 0.085], [-0.224, -0.038, -0.166], [0.018, 0.027, 0.411], [-0.015, 0.187, -0.466], [0.079, -0.311, 0.255], [0.001, 0.134, -0.166], [0.066, 0.012, 0.046], [0.033, 0.043, 0.010], [-0.066, -0.023, -0.101], [-0.087, 0.043, 0.031], [-0.020, 0.045, -0.043], [0.082, -0.001, -0.025], [0.030, -0.108, -0.001], [-0.024, -0.076, 0.100], [0.009, 0.031, 0.010], [-0.017, 0.082, -0.013], [0.035, 0.075, 0.188], [-0.231, -0.073, -0.411], [0.500, -0.030, 0.053], [-0.449, 0.128, 0.061], [0.264, 0.061, 0.059], [-0.122, -0.017, -0.012], [0.043, -0.048, 0.086], [0.019, -0.060, 0.004], [-0.028, 0.054, -0.020], [-0.008, -0.013, -0.078], [-0.040, -0.019, 0.023], [0.002, -0.054, 0.018], [0.026, 0.069, 0.052], [0.104, 0.034, -0.024], [-0.026, -0.038, 0.010], [-0.046, -0.072, -0.006]],
  "lowdin_charge": [-0.116, -0.277, -0.156, -0.749, -0.020, -0.358, -0.018, -0.286, -0.108, -0.199, -0.074, -0.048, 0.049, 0.068, 0.069, 0.080, 0.099, 0.092, 0.088, 0.095, 0.149, 0.099, 0.137, 0.113, 0.105, 0.104, 0.120, -0.121, -0.199, -0.195, -0.190, -0.187, -0.124, 0.083, 0.084, 0.086, 0.122, 0.123, 0.113, 0.124, 0.084, 0.080, 0.086, -0.111, -0.202, -0.206, -0.202, -0.197, -0.118, 0.091, 0.081, 0.089, 0.127, 0.123, 0.120, 0.124, 0.084, 0.084, 0.087]
}

---

no.,HOMO energy (eV)
1,-9.2
2,-4.0